This record from the OMol25 dataset describes the molecule C4H6. The level of theory is ωB97M-V/def2-TZVPD.

Element x y z (Å)
C 1.155 -1.540 -0.619
C 0.456 -0.397 -0.054
C -0.435 0.386 0.158
C -1.166 1.560 0.608
H 2.237 -1.434 -0.604
H 0.808 -1.649 -1.651
H 0.868 -2.437 -0.068
H -2.124 1.380 1.109
H -1.330 2.269 -0.232
H -0.470 1.862 1.354

Summary:
SMILES = CC#CC
Lowest unoccupied orbital energy = 1.00 eV
Highest occupied orbital energy = -9.313 eV
Gap between HOMO and LUMO = 0.379 Ha
Energy relative to the best compared isomer or geometry (same formula, charge and spin) = 16.8 kcal per mole

natural (NBO) atomic charge list, values in e, 6 entries:
1. C -0.677
2. C -0.020
3. C -0.020
4. C -0.680
5. H 0.227
6. H 0.232